No. 1
The following is a DFT calculation (ωB97M-V with the def2-TZVPD basis set) of C23H47AlNO2S2Si2 as an isolated structure at a distorted geometry.

total charge = +1
strongest force on any atom = 2.64 eV/A
electronic energy = -2727.46857 Eh
Kohn-Sham gap = 7.737 eV

Cartesian coordinates (Å):
O (-0.9141, -1.3421, -1.3685)
O (0.8128, 1.5810, -4.5534)
C (-0.2620, -2.5211, -1.9145)
C (-1.0364, -3.7654, -1.6093)
H (0.7216, -2.5385, -1.4163)
H (-0.0976, -2.4044, -2.9995)
H (-1.1568, -3.9083, -0.5329)
H (-0.4804, -4.6135, -2.0280)
H (-2.0421, -3.7400, -2.0451)
C (-1.8377, -0.7250, -2.2553)
C (-1.6177, -0.8662, -3.7779)
H (-1.7751, 0.3378, -2.0063)
H (-2.8635, -1.0717, -2.0067)
H (-0.7470, -0.3085, -4.1547)
H (-2.4958, -0.4005, -4.2522)
H (-1.5529, -1.8974, -4.1413)
C (0.4499, 2.7053, -3.7635)
C (2.2117, 1.3260, -4.5926)
C (-0.9970, 3.0691, -4.0395)
H (1.0793, 3.5804, -4.0095)
H (0.5766, 2.4867, -2.6840)
H (-1.1477, 3.2998, -5.0995)
H (-1.2607, 3.9575, -3.4581)
H (-1.6735, 2.2499, -3.7578)
C (2.6018, 0.7139, -5.9264)
H (2.4604, 0.6169, -3.7796)
H (2.7957, 2.2570, -4.4447)
H (1.9973, -0.1684, -6.1612)
H (3.6530, 0.4122, -5.8938)
H (2.4923, 1.4410, -6.7335)
H (1.5906, 0.1116, 0.7164)
Al (-0.6552, -0.2689, 1.0501)
C (2.1444, -0.5192, 0.0122)
Si (3.5737, 0.4966, 0.7235)
H (2.0997, -1.6017, 0.2448)
H (1.8565, -0.4128, -1.0229)
C (5.0586, -0.2482, -0.1588)
C (3.4732, 0.2347, 2.5980)
C (3.0498, 2.2734, 0.3539)
C (-2.3230, -1.2171, 1.2783)
Si (-3.6547, 0.0934, 1.3294)
H (-2.4266, -1.8476, 2.1661)
H (-2.4229, -1.9419, 0.4604)
C (-5.1848, -0.7982, 0.6503)
C (-3.4630, 1.6443, 0.2776)
C (-3.8839, 0.6566, 3.1112)
H (2.4223, 2.3379, -0.5509)
H (3.9035, 2.9308, 0.2132)
H (2.4444, 2.6638, 1.1892)
H (4.9930, -1.3488, -0.0698)
H (6.0551, 0.0482, 0.1880)
H (4.9959, -0.0101, -1.2336)
H (2.9892, -0.7252, 2.8390)
H (2.8753, 1.0332, 3.0718)
H (4.4621, 0.2363, 3.0446)
H (-4.4184, 1.8341, -0.2409)
H (-2.6894, 1.5670, -0.4956)
H (-3.2383, 2.5287, 0.8895)
H (-4.6517, 1.4419, 3.1905)
H (-2.9515, 1.0614, 3.5360)
H (-4.2065, -0.1853, 3.7414)
H (-6.1379, -0.4118, 1.0388)
H (-5.1245, -1.8643, 0.9085)
H (-5.2291, -0.7233, -0.4482)
S (-0.5183, 2.0526, 1.6552)
C (-0.1409, 1.2409, 3.1143)
N (-0.0420, -0.1271, 3.0397)
C (0.2696, -0.6626, 4.2897)
C (0.4674, -2.0259, 4.5176)
C (0.8096, -2.4376, 5.8189)
C (0.9479, -1.4987, 6.8541)
C (0.7893, -0.1269, 6.6031)
C (0.4685, 0.2855, 5.3051)
S (0.3072, 1.9047, 4.6527)
H (0.3619, -2.7045, 3.6760)
H (0.9658, -3.5015, 6.0194)
H (1.1923, -1.8530, 7.8704)
H (0.9017, 0.6211, 7.3874)

Forces on atoms 1 to 6 (eV/Å):
1.1 -0.2 -0.3
0.2 0.5 0.0
0.6 0.6 0.5
-0.2 -0.4 -0.1
-0.3 -0.1 -0.3
0.1 0.0 0.7

***

No. 2
The following is a DFT calculation (ωB97M-V with the def2-TZVPD basis set) of a 3-piece molecular cluster, CH9N5 overall at a distorted geometry.

total charge = +2
energy relative to the best compared isomer or geometry (same formula, charge and spin) = 84.9 kcal/mol
strongest force on any atom = 4.63 eV/A
electronic energy = -316.55625 Eh
Kohn-Sham gap = 7.793 eV

Cartesian coordinates (Å):
C (2.7613, -0.2329, -10.5169)
N (3.4939, -0.2188, -9.4361)
N (-3.3702, -0.7558, 10.6301)
N (-4.4653, 1.7717, 10.6784)
N (4.2247, -1.2055, -8.9800)
N (-3.1277, -1.0779, 11.6539)
H (2.6913, -1.1622, -11.1787)
H (2.2473, 0.6736, -10.9794)
H (3.5108, 0.6392, -8.8146)
H (-4.5133, 1.9909, 9.6694)
H (-5.1156, 2.2421, 11.3563)
H (4.0562, -1.2199, -7.9529)
H (4.1421, -2.0929, -9.5746)
H (-3.5561, 2.0344, 10.8588)
H (-2.9793, -1.3860, 12.5862)

Forces on atoms 1 to 6 (eV/Å):
0.2 0.1 -1.0
-3.0 2.8 -2.1
0.3 -0.3 1.7
-1.8 -0.9 -0.4
0.7 -2.6 0.9
-0.8 0.8 -3.3

***

No. 3
The following is a DFT calculation (ωB97M-V with the def2-TZVPD basis set) of a 4-piece molecular cluster, C20H42Cl4N2O2 overall at a distorted geometry.

total charge = 0
energy relative to the best compared isomer or geometry (same formula, charge and spin) = 15.5 kcal/mol
strongest force on any atom = 3.10 eV/A
electronic energy = -2887.85836 Eh
structure (SMILES) = CC1(C)CCCC(C)(C)N1O.CC1(C)CCCC(C)(C)N1O.ClCCl.ClCCl
Kohn-Sham gap = 9.014 eV

Cartesian coordinates (Å):
C (2.5637, 0.9944, 1.9834)
C (3.3247, -0.1692, 1.1802)
C (3.7497, 0.4989, -0.1337)
C (4.5266, -0.5993, 2.1112)
C (4.5976, -2.1358, 2.1684)
C (4.4426, -2.6665, 0.6896)
C (3.0245, -2.5602, 0.2952)
C (2.9590, -2.5072, -1.2647)
C (2.2027, -3.7622, 0.7298)
N (2.4830, -1.3316, 0.9664)
O (1.2464, -0.9779, 0.4616)
H (3.2904, 1.7797, 2.1553)
H (1.6563, 1.2839, 1.3772)
H (2.3472, 0.5075, 2.9456)
H (4.3216, -0.0843, -0.8606)
H (2.9170, 0.8284, -0.7417)
H (4.2859, 1.4015, 0.1416)
H (5.4589, -0.0378, 1.7387)
H (4.3280, -0.1875, 3.1253)
H (5.5724, -2.4237, 2.5855)
H (3.8694, -2.6329, 2.8246)
H (4.8009, -3.7088, 0.5945)
H (5.1022, -2.0798, 0.0634)
H (1.8906, -2.5244, -1.6196)
H (3.4644, -3.3061, -1.8243)
H (3.5022, -1.6884, -1.6936)
H (2.1802, -4.5306, -0.0126)
H (1.2078, -3.3195, 0.8312)
H (2.5140, -4.2082, 1.6836)
H (1.4060, -0.6589, -0.4483)
C (-5.2028, -0.7712, -1.5984)
C (-4.2514, 0.0528, -0.6786)
C (-4.9482, 1.3131, -0.1639)
C (-3.8792, -0.8046, 0.4625)
C (-2.9632, -1.9999, 0.1627)
C (-1.7076, -1.3823, -0.5387)
C (-1.9365, -0.4305, -1.6972)
C (-0.5968, 0.3720, -1.9436)
C (-2.3124, -1.0621, -2.9979)
N (-2.9611, 0.5227, -1.1874)
O (-3.2106, 1.4975, -2.2855)
H (-5.0153, -1.8419, -1.6515)
H (-6.2281, -0.6301, -1.2622)
H (-5.1056, -0.4193, -2.5851)
H (-5.3078, 1.9498, -0.9847)
H (-5.8553, 1.0665, 0.4104)
H (-4.2339, 1.7877, 0.5174)
H (-3.2783, -0.2317, 1.2083)
H (-4.7640, -1.1141, 0.9984)
H (-2.6607, -2.5198, 1.0347)
H (-3.4234, -2.8454, -0.4458)
H (-1.0231, -2.1584, -0.9446)
H (-1.1510, -0.8406, 0.2832)
H (0.1285, -0.2889, -2.3705)
H (-0.3234, 0.8033, -0.9141)
H (-0.8917, 1.1439, -2.6403)
H (-1.4420, -1.3254, -3.5705)
H (-2.7683, -0.2477, -3.5702)
H (-3.0185, -1.9739, -2.8516)
H (-3.1388, 2.3695, -1.8281)
Cl (0.5319, 5.6688, 3.1676)
C (0.2123, 6.7592, 1.7794)
Cl (0.0736, 8.4365, 2.4245)
H (1.0323, 6.7079, 1.1144)
H (-0.7049, 6.4062, 1.4070)
Cl (-2.6172, 4.1539, -0.5075)
C (-1.4488, 3.2681, 0.4294)
Cl (0.2224, 3.6496, -0.0115)
H (-1.5962, 3.5974, 1.4481)
H (-1.4710, 2.1679, 0.3283)

Forces on atoms 1 to 6 (eV/Å):
-0.3 -2.4 -1.1
0.4 1.3 0.4
0.5 0.1 -0.3
-0.4 0.8 -0.3
1.3 -0.3 -0.9
1.7 -0.5 2.1

***

No. 4
The following is a DFT calculation (ωB97M-V with the def2-TZVPD basis set) of an isolated ion of composition C5H10N and charge +1 at a distorted geometry.

total charge = +1
energy relative to the best compared isomer or geometry (same formula, charge and spin) = 101.2 kcal/mol
strongest force on any atom = 6.18 eV/A
electronic energy = -250.84401 Eh
Kohn-Sham gap = 9.468 eV

Cartesian coordinates (Å):
C (-0.8222, -0.5315, -0.3400)
C (-1.9207, -0.8242, -0.9553)
C (-0.5402, -0.5948, 1.7951)
C (0.4754, -0.1083, -0.1344)
C (1.1281, 0.5349, -1.3492)
N (0.4396, 0.5037, 1.2309)
H (-2.1100, -0.4030, -1.9204)
H (-2.7535, -1.3273, -0.4405)
H (-1.3868, -0.2150, 2.3248)
H (-0.2909, -1.6493, 1.9100)
H (1.0783, -0.9551, 0.2185)
H (2.0312, 1.0892, -1.0266)
H (0.4219, 1.1083, -1.9125)
H (1.5022, -0.2441, -2.0796)
H (0.0094, 1.3806, 1.4206)
H (1.3451, 0.3533, 1.7044)

Forces on atoms 1 to 6 (eV/Å):
-3.3 -2.0 4.9
-0.6 0.5 0.2
-1.5 0.3 -4.2
3.9 0.6 -1.3
1.7 -0.6 0.0
0.0 -3.2 1.8

***

Question: What is the strongest force on any atom in the third record?
Answer: 3.10 eV/A

***

Question: Look up the total charge of the fourth one.
Answer: +1

***

Question: Which value of Kohn-Sham gap does entry 1 give?
Answer: 7.737 eV